Entry 1:
A 2-piece molecular cluster, C2H7N3O overall at a distorted geometry. Source: the Open Molecules 2025 dataset; level of theory: ωB97M-V with the def2-TZVPD basis set.

Its spin multiplicity is 1. As for the energy relative to the best compared isomer or geometry (same formula, charge and spin): 513.11 kJ/mol. The calculation puts the HOMO-LUMO gap (spin up / spin down) at 8.8998 / 8.8979 eV. Its net charge is 0. For the max |F|, the calculation gives 2.06 eV/A.

Positions of all 13 atoms, in Å:
1 O -1.286 -0.554 0.927
2 N 1.101 -0.398 1.070
3 N 1.762 -1.514 1.137
4 N 0.755 -0.120 -0.172
5 C -0.274 0.735 -0.177
6 C -0.725 1.244 -1.503
7 H 1.698 -2.177 0.367
8 H -0.406 0.586 -2.309
9 H -2.144 -0.969 1.107
10 H 2.052 -1.796 2.058
11 H -0.409 1.387 0.682
12 H -1.812 1.333 -1.513
13 H -0.311 2.242 -1.675

Entry 2:
A 2-piece molecular cluster, C3H4IN overall at a distorted geometry. Source: the Open Molecules 2025 dataset; level of theory: ωB97M-V with the def2-TZVPD basis set.

Its spin multiplicity is 1. As for the energy relative to the best compared isomer or geometry (same formula, charge and spin): 324.28 kJ/mol. The calculation puts the HOMO-LUMO gap (spin up / spin down) at 8.6110 / 8.0743 eV. Its net charge is 0. For the max |F|, the calculation gives 2.34 eV/A.

Positions of all 9 atoms, in Å:
1 I -1.576 1.759 -1.010
2 N -1.028 -2.127 -0.994
3 C 0.389 0.288 0.969
4 C -0.292 0.221 -0.359
5 C -0.625 -1.061 -0.820
6 H 0.016 1.035 1.644
7 H 1.282 -0.015 -1.620
8 H 1.410 0.662 0.780
9 H 0.423 -0.761 1.409

Entry 3:
C39H33BMoN12O3PS as an isolated structure at a distorted geometry. Source: the Open Molecules 2025 dataset; level of theory: ωB97M-V with the def2-TZVPD basis set.

Its spin multiplicity is 2. As for the energy relative to the best compared isomer or geometry (same formula, charge and spin): 18.97 kJ/mol. The calculation puts the HOMO-LUMO gap (spin up / spin down) at 6.9161 / 4.0206 eV. Its net charge is +2. For the max |F|, the calculation gives 3.35 eV/A.

Positions of all 91 atoms, in Å:
1 Mo -0.826 -0.631 -0.416
2 S 6.382 2.737 -3.117
3 P 1.012 0.610 2.181
4 O 7.342 2.749 -4.178
5 O 6.068 1.443 -2.544
6 O 6.522 3.792 -2.105
7 N -2.687 -0.590 0.454
8 N -0.835 -2.688 -0.003
9 N -4.351 -3.826 -0.738
10 N -3.614 -1.587 0.327
11 N -2.961 -2.190 -2.022
12 N -1.967 -3.428 -0.075
13 N -5.583 -3.694 -0.178
14 N 4.802 4.279 -4.749
15 N -0.442 1.030 -1.674
16 N 0.106 -0.098 0.935
17 N -1.929 -1.325 -2.213
18 N 3.719 2.682 -3.391
19 C -1.963 3.477 4.067
20 C -4.454 -0.048 1.695
21 C -5.506 -5.587 -1.407
22 C 0.558 -1.718 3.589
23 C 4.542 2.544 0.109
24 C -3.044 -1.552 -4.142
25 C -1.498 2.395 4.799
26 C 3.788 3.293 1.004
27 C 2.699 2.726 1.650
28 C -1.981 -0.943 -3.501
29 C 0.937 -2.721 4.463
30 C 4.797 3.289 -3.860
31 C -4.683 -1.265 1.061
32 C -1.507 3.706 2.771
33 C 0.141 -3.483 0.471
34 C -3.646 -2.326 -3.163
35 C -0.367 -4.745 0.717
36 C 4.231 1.205 -0.134
37 C 3.624 4.685 -5.197
38 C -0.584 2.847 2.204
39 C -0.570 1.527 4.241
40 C -0.731 2.255 -2.126
41 C 1.680 1.065 -2.776
42 C -0.114 1.755 2.943
43 C -1.705 -4.666 0.357
44 C 3.159 0.624 0.511
45 C -4.293 -4.965 -1.493
46 C 1.419 2.380 -3.196
47 C 2.539 3.106 -3.839
48 C 2.379 1.391 1.391
49 C -3.200 0.341 1.284
50 C 1.478 -0.721 3.254
51 C 0.712 0.453 -2.034
52 C 2.420 4.129 -4.758
53 C 2.221 -2.725 4.999
54 C 0.178 2.946 -2.906
55 C -6.271 -4.746 -0.571
56 C 2.768 -0.725 3.788
57 C 3.133 -1.734 4.665
58 B -3.285 -2.790 -0.620
59 H -4.516 -2.960 -3.211
60 H -2.625 1.220 1.536
61 H 1.137 -3.099 0.626
62 H -3.402 -5.239 -2.037
63 H 2.632 0.602 -2.998
64 H 0.897 -0.592 -1.677
65 H -2.482 -5.411 0.392
66 H 3.481 0.043 3.513
67 H 0.235 -3.499 4.730
68 H -1.865 4.561 2.214
69 H 2.116 3.311 2.349
70 H -0.216 3.028 1.200
71 H -0.443 -1.709 3.171
72 H 5.381 2.991 -0.422
73 H 2.930 -0.425 0.348
74 H 1.471 4.477 -5.143
75 H -5.124 0.474 2.355
76 H -1.681 2.676 -1.828
77 H -1.847 2.231 5.809
78 H -0.063 3.949 -3.231
79 H 4.051 4.323 1.202
80 H 2.512 -3.511 5.684
81 H -1.250 -0.262 -3.905
82 H 0.157 -5.603 1.099
83 H -0.198 0.688 4.815
84 H -2.680 4.157 4.509
85 H 4.130 -1.748 5.083
86 H -5.531 -1.930 1.068
87 H -5.804 -6.509 -1.873
88 H 3.631 5.487 -5.926
89 H -7.291 -4.871 -0.245
90 H 4.840 0.656 -0.843
91 H -3.340 -1.453 -5.171

Q: What is the net charge in the first record?
A: 0

Q: Among the records above, which one has the lowest max |F|?
A: C2H7N3O

Q: Number 2 is which compound?
A: C3H4IN

Q: Number 1 is which compound?
A: C2H7N3O